Record 1
{
  "formula": "C25H31GeNOOsSSb",
  "method": "ωB97M-V/def2-TZVPD",
  "e_above_lowest_kj_mol": 131.2,
  "total_charge": 1,
  "e_homo_ev": [-9.6699, -9.6693],
  "orbital_gap_ev": [7.2, 7.2],
  "species": ["H", "H", "H", "C", "C", "C", "H", "H", "O", "Ge", "Sb", "C", "N", "H", "C", "H", "C", "H", "H", "S", "H", "H", "C", "C", "C", "C", "C", "C", "H", "C", "H", "C", "H", "H", "C", "C", "C", "H", "H", "H", "H", "H", "C", "H", "H", "C", "H", "C", "H", "H", "H", "H", "H", "C", "Os", "C", "H", "H", "C", "H", "C", "C"],
  "positions_angstrom": [[1.200, -3.169, 2.799], [1.183, 0.957, 1.045], [-1.408, 3.164, 1.355], [-2.397, 0.877, -2.651], [-2.235, 2.485, 1.504], [1.790, -5.046, -0.425], [1.213, 1.862, 2.565], [-2.194, -1.225, -3.060], [0.781, -4.295, -0.300], [1.742, -0.560, 2.967], [-1.230, 0.862, -0.933], [-2.623, -0.284, -3.379], [1.627, -6.267, -0.913], [-4.584, 1.029, -5.809], [-2.457, 1.407, 0.651], [3.921, -4.978, -0.633], [3.656, -0.342, 2.726], [3.667, 3.916, -2.246], [3.991, 0.588, 3.190], [-0.702, -1.351, -0.690], [2.306, 4.673, -0.329], [-3.713, -0.293, 0.201], [-3.094, 2.699, 2.573], [1.229, -2.305, 2.126], [0.429, 2.042, -1.330], [-3.968, 0.987, -4.920], [2.754, 3.394, -1.993], [-3.536, 0.549, 0.861], [-0.202, 0.868, 2.161], [2.348, 2.306, -2.753], [2.936, 1.986, -3.603], [1.994, 3.816, -0.912], [0.196, -0.662, 4.979], [-4.171, 3.085, -4.501], [0.883, 0.935, 2.091], [3.058, -3.027, -0.045], [-4.161, 1.840, 2.789], [4.213, -1.167, 3.170], [3.196, -2.667, -1.074], [0.874, 0.776, -3.022], [0.703, -6.586, -1.160], [-3.598, -1.117, -5.095], [-3.414, -0.219, -4.520], [1.642, 0.306, 5.315], [-5.226, 0.109, 2.099], [1.276, -0.606, 4.841], [2.407, -6.890, -1.020], [0.831, 3.140, -0.572], [3.297, -4.911, 1.008], [0.257, 3.481, 0.276], [3.857, -2.592, 0.549], [1.735, -1.461, 5.337], [-2.927, 3.537, 3.236], [-3.737, 2.145, -4.187], [1.115, -2.440, 0.401], [-2.949, 2.094, -3.048], [-2.774, 3.002, -2.481], [-4.821, 2.003, 3.632], [-4.387, 0.772, 1.933], [3.886, -0.304, 1.660], [3.129, -4.550, -0.012], [1.186, 1.625, -2.424]],
  "atomic_forces_ev_per_a": [[-0.5, 0.3, 0.4], [0.0, 0.0, 0.0], [0.0, 0.0, 0.0], [-0.2, 0.1, -0.2], [-0.2, 0.0, 0.0], [-0.1, -0.3, 0.0], [0.0, 0.0, 0.0], [0.0, 0.0, 0.0], [0.0, -0.4, -0.3], [0.4, 0.0, -0.3], [0.4, -0.2, 0.2], [-0.1, 0.1, -0.1], [-0.1, 0.1, 0.0], [0.0, 0.0, 0.0], [-0.2, 0.2, 0.3], [-0.1, -0.1, 0.0], [0.2, 0.0, 0.0], [0.0, 0.0, 0.0], [0.0, 0.0, 0.0], [-1.0, -1.1, -0.3], [0.0, 0.0, 0.0], [0.0, 0.0, 0.0], [0.0, 0.0, 0.0], [0.2, -1.0, 2.6], [0.3, 0.3, -0.1], [0.0, 0.0, 0.0], [0.0, 0.0, 0.0], [0.0, 0.1, 0.1], [0.0, 0.0, 0.0], [0.0, 0.0, 0.0], [0.0, 0.0, 0.0], [0.0, 0.0, 0.0], [0.0, 0.0, 0.0], [0.0, 0.0, 0.0], [-0.2, 0.1, 0.0], [0.1, 0.1, 0.1], [0.0, 0.0, 0.0], [0.0, 0.0, 0.0], [0.0, -0.1, 0.0], [0.0, 0.0, 0.0], [0.0, 0.0, 0.0], [0.0, 0.0, 0.0], [0.0, 0.0, 0.0], [0.0, 0.0, 0.0], [0.0, 0.0, 0.0], [-0.2, -0.2, 0.2], [0.0, 0.0, 0.0], [0.1, 0.0, -0.2], [0.0, 0.1, 0.0], [0.0, 0.0, 0.0], [0.0, 0.1, 0.0], [0.0, 0.0, 0.0], [0.0, 0.0, 0.0], [0.0, 0.0, 0.0], [0.8, 1.9, -2.2], [0.0, -0.1, 0.0], [0.0, 0.0, 0.0], [0.0, 0.0, 0.0], [0.0, 0.0, 0.0], [0.0, 0.0, 0.0], [0.1, 0.0, -0.1], [0.0, 0.1, 0.1]]
}

Record 2
{
  "formula": "C25H31N3O3",
  "method": "ωB97M-V/def2-TZVPD",
  "e_above_lowest_kj_mol": 177.3,
  "e_homo_ev": -8.1347,
  "smiles": "CCN(CC)CCCN1C(=O)C(=O)/C(=C(/O)c2cc(C)ccc2C)[C@H]1c1cccnc1",
  "orbital_gap_ev": 7.9,
  "species": ["H", "C", "O", "O", "H", "H", "H", "C", "C", "C", "H", "H", "C", "H", "H", "H", "H", "C", "H", "H", "H", "H", "H", "H", "H", "H", "C", "C", "H", "C", "C", "H", "C", "N", "C", "H", "H", "N", "N", "C", "O", "C", "C", "H", "C", "H", "H", "C", "H", "C", "H", "H", "H", "C", "C", "C", "C", "C", "H", "H", "C", "C"],
  "positions_angstrom": [[-6.134, 0.524, 1.228], [-0.909, -0.791, -1.889], [1.589, 0.958, -1.255], [0.487, -2.173, 3.550], [7.484, 0.759, -0.093], [0.122, -3.246, 0.174], [-2.099, 0.641, 2.365], [1.429, -0.441, 0.597], [-0.435, -1.373, -0.718], [1.861, -1.114, 1.809], [5.463, 3.912, -0.038], [-3.434, -0.334, 2.949], [-1.057, -2.789, -2.951], [6.509, -1.469, -0.376], [7.036, 3.276, -0.543], [3.576, 2.450, -0.005], [-2.826, -0.025, -0.026], [4.230, 1.592, -0.096], [-5.518, -0.273, -1.085], [2.963, -2.167, -1.011], [-4.035, 3.300, 0.951], [-1.326, -3.307, -3.862], [-1.777, -1.965, 3.041], [-4.215, -0.813, 0.723], [-2.241, -2.185, 1.339], [6.575, 3.242, 1.156], [-3.237, 2.678, -0.952], [4.484, -0.804, -0.336], [3.819, -2.651, 0.454], [-2.717, -0.227, 2.135], [5.860, -0.610, -0.290], [-0.532, 0.455, 0.395], [-0.075, -0.538, 0.489], [-1.213, -1.477, -2.974], [2.197, 0.245, -0.280], [-2.901, 1.766, -1.439], [-4.134, 3.029, -1.454], [-4.243, 1.253, 0.905], [-0.457, -1.174, 1.728], [3.665, 0.321, -0.219], [2.986, -1.285, 2.224], [-5.634, 1.193, 0.518], [5.600, 1.772, -0.039], [-7.031, 0.629, -1.021], [6.411, 0.645, -0.136], [-5.575, 1.392, -1.656], [-1.037, 0.282, -1.959], [-5.953, 0.707, -0.904], [-0.458, -4.548, -1.871], [-3.505, 0.009, 0.837], [4.621, -2.788, -1.111], [2.251, 1.412, -1.795], [-2.537, 2.379, 1.061], [-1.828, -1.474, 2.066], [-3.499, 2.437, 0.543], [3.935, -2.182, -0.523], [-0.259, -2.752, -0.710], [0.580, -1.569, 2.505], [-2.466, 3.436, -1.070], [-6.052, 2.193, 0.657], [6.199, 3.133, 0.139], [-0.579, -3.477, -1.845]],
  "atomic_forces_ev_per_a": [[-0.1, 0.1, 0.0], [0.1, 0.0, 0.4], [-0.1, 0.0, 0.1], [0.2, 0.0, 0.0], [0.1, 0.0, 0.0], [0.0, -0.1, 0.1], [0.0, 0.1, 0.1], [-0.1, 0.5, -0.5], [-0.2, -0.1, -0.2], [0.8, 0.2, -0.1], [0.0, 0.1, 0.0], [0.0, 0.0, 0.0], [0.1, -0.3, 0.0], [0.1, -0.1, 0.0], [0.0, 0.1, 0.0], [0.0, 0.1, 0.0], [-0.1, -0.1, 0.0], [0.0, -0.1, 0.0], [0.0, -0.1, -0.1], [0.0, -0.1, 0.0], [0.1, 0.0, 0.0], [0.0, -0.1, 0.0], [0.0, 0.0, -0.2], [0.0, 0.0, -0.1], [0.0, 0.0, 0.1], [0.0, 0.1, 0.0], [-0.1, 0.0, 0.3], [-0.1, 0.1, -0.1], [0.0, -0.1, 0.0], [0.0, -0.2, -0.3], [0.0, 0.0, 0.0], [0.0, -0.1, 0.0], [0.2, 0.2, -0.4], [-0.2, 0.2, -0.5], [-0.2, -0.2, 0.5], [0.0, -0.1, -0.1], [-0.1, 0.0, -0.1], [0.0, -0.1, 0.0], [0.1, 0.1, -0.2], [0.3, 0.1, -0.2], [-0.5, -0.1, 0.1], [-0.1, -0.1, -0.1], [0.0, 0.0, -0.1], [-0.1, 0.0, -0.1], [-0.1, 0.0, 0.0], [0.0, 0.0, -0.1], [0.0, 0.1, 0.1], [0.1, 0.1, 0.3], [0.0, -0.1, 0.0], [0.1, 0.2, 0.4], [0.0, 0.0, -0.1], [0.0, -0.2, 0.1], [0.0, 0.1, 0.0], [-0.2, 0.0, 0.3], [0.0, 0.1, -0.1], [0.0, -0.1, 0.1], [-0.1, 0.2, -0.1], [-0.2, -0.3, 0.6], [0.1, 0.1, -0.1], [-0.1, 0.0, 0.1], [0.0, 0.0, 0.1], [0.0, 0.1, 0.1]]
}

Record 3
{
  "formula": "C25H31N3O4S",
  "method": "ωB97M-V/def2-TZVPD",
  "e_above_lowest_kj_mol": 1907.5,
  "e_homo_ev": -8.4849,
  "smiles": "Cc1ccc(S(=O)(=O)N2CCN(C(=O)CCC(=O)N[C@@H]3CCCc4ccccc43)CC2)cc1",
  "orbital_gap_ev": 8.9,
  "species": ["N", "H", "C", "H", "H", "C", "H", "C", "H", "H", "C", "C", "H", "H", "H", "C", "H", "H", "H", "C", "H", "H", "H", "O", "H", "C", "H", "H", "H", "C", "H", "H", "H", "H", "H", "C", "H", "C", "C", "C", "C", "C", "C", "C", "C", "C", "H", "H", "O", "C", "H", "H", "C", "H", "O", "H", "N", "C", "C", "C", "N", "S", "C", "O"],
  "positions_angstrom": [[-0.407, 1.799, 1.175], [-1.422, 1.512, 3.066], [-6.650, -1.292, -1.618], [0.361, 2.846, -1.112], [3.033, 3.411, 0.088], [1.032, 3.168, -0.305], [-1.501, 0.757, -0.997], [6.254, -2.005, 1.249], [-2.452, 2.717, 1.145], [6.219, -2.853, 2.106], [-1.704, 2.284, 0.511], [-5.695, -2.048, -1.087], [-5.746, -3.238, -1.478], [3.837, -0.589, -2.090], [3.577, -3.430, 0.924], [-5.022, -0.549, 0.170], [2.544, -2.287, -1.127], [-8.458, -2.673, -2.176], [8.390, -0.304, -0.803], [4.960, -1.862, 0.659], [-8.397, -1.027, -2.874], [-1.450, 3.009, -0.439], [-0.461, -0.828, 0.992], [2.800, 1.843, -2.947], [2.708, 4.061, -1.663], [-0.697, 1.044, 2.121], [-3.187, 1.259, -0.862], [0.322, 0.722, 2.820], [3.284, 0.925, 0.341], [-6.947, -0.091, -1.013], [1.484, -2.056, 1.280], [-6.064, 1.538, 0.052], [-1.415, -0.921, 2.201], [-7.612, 0.730, -1.721], [6.126, 0.213, -1.736], [-6.035, 0.408, -0.159], [3.700, -2.338, 2.590], [2.848, 1.899, -1.333], [7.357, -1.542, 0.582], [-4.921, -1.720, -0.120], [3.654, -0.298, -1.067], [-1.260, -0.235, 1.481], [4.847, -0.917, -0.305], [2.531, 3.281, -0.779], [6.137, -0.385, -0.860], [3.711, -2.424, 1.267], [0.669, 4.124, -0.267], [-4.093, -2.348, 0.646], [1.869, 1.914, 1.403], [7.340, -0.549, -0.429], [-7.143, -2.117, -3.602], [8.236, -1.708, 1.078], [-2.198, 1.138, -0.225], [1.518, -0.897, -0.675], [-3.919, -0.545, 2.670], [2.517, -0.723, 1.562], [-2.425, -0.172, 0.603], [2.487, -1.369, -0.797], [0.801, 2.180, 0.874], [2.516, -1.402, 0.919], [3.434, 0.938, -0.657], [-3.858, 0.142, 1.556], [-7.695, -1.790, -2.576], [-4.270, 1.666, 1.764]],
  "atomic_forces_ev_per_a": [[-1.0, 7.9, -6.4], [1.6, -1.1, -2.8], [-3.9, 0.1, -0.4], [0.7, -0.5, -0.5], [2.1, 0.9, 2.5], [-0.3, -2.1, -1.9], [0.0, 0.5, 0.5], [-1.3, -3.5, 0.1], [0.2, 0.2, 0.8], [0.8, 2.3, -1.9], [2.9, 2.2, -3.6], [-2.7, -9.4, -5.6], [0.5, 3.2, 0.9], [0.4, 1.7, -0.7], [-0.5, -0.6, 0.2], [-0.1, 14.8, 6.9], [0.4, -4.5, -1.9], [2.5, 1.9, -0.9], [-2.1, 0.3, 0.0], [-0.3, 1.3, 1.6], [0.1, 0.5, 0.0], [-0.5, -1.2, 2.9], [0.0, 1.1, -0.6], [0.0, -0.2, 8.6], [-0.5, -1.8, 2.2], [-1.0, -7.5, 11.5], [1.8, 0.3, 1.6], [-2.7, 0.8, -2.2], [0.1, 0.9, 0.5], [-1.3, 4.0, -4.0], [2.5, 1.7, -1.1], [0.5, -2.2, 0.4], [-1.3, -2.2, 2.9], [1.3, -2.5, 2.7], [-1.1, 0.8, -0.8], [1.2, 1.3, 0.4], [0.6, -0.8, -3.9], [1.2, 1.6, -9.3], [-0.7, 1.0, 1.9], [6.8, -9.4, 4.0], [0.4, -9.4, -1.5], [1.3, -0.6, -0.4], [3.5, 2.0, -2.8], [-2.8, -1.5, -3.6], [-4.9, 1.5, -1.8], [-1.1, 2.7, 3.9], [-1.0, 2.7, 1.4], [-2.5, 1.1, -3.1], [-0.3, -1.7, 1.8], [4.5, -3.4, 2.3], [-1.5, 0.3, 2.4], [2.5, -0.7, 0.9], [-3.0, -4.2, -3.0], [-0.5, 0.0, -2.0], [0.3, -7.3, 10.1], [0.3, 6.9, 4.5], [0.0, 3.4, 1.3], [-0.6, 8.2, 7.3], [3.2, 4.0, -2.5], [-1.5, -12.4, -5.7], [-1.9, 3.8, 1.2], [-3.0, 10.7, -11.5], [-0.2, -3.0, -2.3], [2.1, -5.0, -1.3]]
}